Entry 1:
Computed, not measured: one molecule with the formula C4H6N2O in a non-equilibrium geometry, with ωB97M-V with the def2-TZVPD basis set.

XYZ file:
```
13
C4H6N2O ωB97M-V with the def2-TZVPD basis set
C -2.255 0.011 -0.131
O -1.132 -0.749 0.302
C 0.091 -0.184 0.178
C 0.579 0.845 -0.602
N 1.948 0.739 -0.679
C 2.294 -0.224 0.114
N 1.237 -0.849 0.707
H -2.284 0.973 0.390
H -3.132 -0.582 0.144
H -2.274 0.191 -1.218
H 0.157 1.760 -1.027
H 3.326 -0.444 0.338
H 1.445 -1.486 1.484
```

## Properties
**E_HOMO**: -0.2988 hartree
**SMILES string**: COc1cnc[nH]1
**Molar mass**: 98.10 g mol⁻¹
**Orbital gap**: 9.0 eV
**2S+1**: 1
**Energy relative to the best compared isomer or geometry (same formula, charge and spin)**: 1.660 eV

Atomic charges from the Mulliken analysis, expressed in e, are listed below: number 1, C, carries -0.717; number 2, O, carries -0.390; number 3, C, carries 0.288; number 4, C, carries -0.119; number 5, N, carries -0.603; number 6, C, carries -0.249; number 7, N, carries -0.071; number 8, H, carries 0.318; number 9, H, carries 0.231; number 10, H, carries 0.314; number 11, H, carries 0.398; number 12, H, carries 0.363; number 13, H, carries 0.236

=====

Entry 2:
Computed, not measured: one molecule with the formula C4H6N2O in a non-equilibrium geometry, with ωB97M-V with the def2-TZVPD basis set.

XYZ file:
```
13
C4H6N2O ωB97M-V with the def2-TZVPD basis set
C -1.778 0.415 -0.404
C 0.514 -2.558 -0.169
N 1.389 -1.759 -0.236
C 1.712 -0.411 -0.058
C 0.642 0.371 0.241
O 0.743 1.672 0.650
N -0.631 -0.182 0.213
H -1.495 0.990 -1.294
H -2.353 1.023 0.297
H -2.414 -0.401 -0.779
H 2.761 -0.121 -0.062
H 1.681 1.902 0.753
H -0.785 -0.905 0.902
```

## Properties
**E_HOMO**: -0.3159 hartree
**Molar mass**: 98.10 g mol⁻¹
**Orbital gap**: 9.1 eV
**2S+1**: 1
**Energy relative to the best compared isomer or geometry (same formula, charge and spin)**: 3.100 eV

Atomic charges from the Mulliken analysis, expressed in e, are listed below: number 1, C, carries -0.868; number 2, C, carries -0.154; number 3, N, carries -0.115; number 4, C, carries -0.633; number 5, C, carries 0.610; number 6, O, carries -0.472; number 7, N, carries -0.208; number 8, H, carries 0.288; number 9, H, carries 0.263; number 10, H, carries 0.320; number 11, H, carries 0.342; number 12, H, carries 0.316; number 13, H, carries 0.313

=====

Entry 3:
Computed, not measured: one molecule with the formula C4H6N2O, with ωB97M-V with the def2-TZVPD basis set.

XYZ file:
```
13
C4H6N2O ωB97M-V with the def2-TZVPD basis set
C 0.782 -1.539 -0.418
N 1.285 -0.406 0.329
C 0.654 0.796 0.440
O 0.974 1.650 1.247
N -0.360 1.014 -0.543
C -1.723 0.500 -0.211
C -1.529 1.739 0.025
H 1.564 -2.300 -0.476
H 0.519 -1.233 -1.433
H -0.101 -1.996 0.053
H 1.992 -0.559 1.033
H -2.276 -0.414 -0.347
H -1.781 2.748 0.301
```

## Properties
**E_HOMO**: -0.3185 hartree
**SMILES string**: CNC(=O)N1C=C1
**Molar mass**: 98.10 g mol⁻¹
**Orbital gap**: 9.6 eV
**2S+1**: 1
**Energy relative to the best compared isomer or geometry (same formula, charge and spin)**: 3.738 eV

Atomic charges from the Mulliken analysis, expressed in e, are listed below: number 1, C, carries -0.807; number 2, N, carries -0.156; number 3, C, carries 0.567; number 4, O, carries -0.614; number 5, N, carries -0.336; number 6, C, carries -0.114; number 7, C, carries -0.359; number 8, H, carries 0.318; number 9, H, carries 0.321; number 10, H, carries 0.242; number 11, H, carries 0.237; number 12, H, carries 0.356; number 13, H, carries 0.345

=====

Entry 4:
Computed, not measured: C4H6N2O2 as an isolated structure in a non-equilibrium geometry, with ωB97M-V with the def2-TZVPD basis set.

XYZ file:
```
14
C4H6N2O2 ωB97M-V with the def2-TZVPD basis set
C -0.202 -0.306 -0.036
C 0.245 1.057 -0.451
C -0.298 2.249 -0.059
C -1.626 -0.510 0.041
H 2.137 -2.096 -0.105
H 2.431 -0.667 1.317
H 1.469 1.100 -0.784
H -1.052 2.171 0.677
H 0.605 3.018 -0.461
H -1.623 -2.427 -0.191
N 1.989 -1.000 0.062
N 0.517 -1.352 0.002
O -2.226 -1.720 -0.317
O -2.367 0.482 0.304
```

## Properties
**E_HOMO**: -0.3518 hartree
**Molar mass**: 114.10 g mol⁻¹
**Orbital gap**: 8.8 eV
**2S+1**: 1
**Energy relative to the best compared isomer or geometry (same formula, charge and spin)**: 6.301 eV

Atomic charges from the Mulliken analysis, expressed in e, are listed below: number 1, C, carries 0.692; number 2, C, carries -0.297; number 3, C, carries -0.507; number 4, C, carries 0.359; number 5, H, carries 0.324; number 6, H, carries 0.298; number 7, H, carries 0.257; number 8, H, carries 0.363; number 9, H, carries 0.205; number 10, H, carries 0.334; number 11, N, carries -0.689; number 12, N, carries -0.332; number 13, O, carries -0.458; number 14, O, carries -0.550

=====

Entry 5:
Computed, not measured: one molecule with the formula C4H6N2O2 in a non-equilibrium geometry, with ωB97M-V with the def2-TZVPD basis set.

XYZ file:
```
14
C4H6N2O2 ωB97M-V with the def2-TZVPD basis set
N -2.276 1.179 -0.511
C -0.793 1.275 -0.819
C -0.101 0.181 -0.209
N -0.632 -0.762 0.565
C 0.433 -1.495 0.923
C 1.574 -0.961 0.451
O 2.891 -1.312 0.686
O 1.292 0.027 -0.415
H -2.640 0.928 -1.363
H -2.469 0.597 0.192
H -0.467 1.228 -1.876
H -0.350 2.199 -0.457
H 0.222 -2.400 1.578
H 3.317 -0.685 1.255
```

## Properties
**E_HOMO**: -0.3200 hartree
**SMILES string**: NCc1ncc(O)o1
**Molar mass**: 114.10 g mol⁻¹
**Orbital gap**: 9.3 eV
**2S+1**: 1
**Energy relative to the best compared isomer or geometry (same formula, charge and spin)**: 2.235 eV

Atomic charges from the Mulliken analysis, expressed in e, are listed below: number 1, N, carries -0.568; number 2, C, carries -0.368; number 3, C, carries 0.482; number 4, N, carries -0.457; number 5, C, carries -0.270; number 6, C, carries 0.346; number 7, O, carries -0.520; number 8, O, carries -0.311; number 9, H, carries 0.225; number 10, H, carries 0.301; number 11, H, carries 0.269; number 12, H, carries 0.203; number 13, H, carries 0.341; number 14, H, carries 0.327

=====

Entry 6:
Computed, not measured: one molecule with the formula C4H6N2O2 in a non-equilibrium geometry, with ωB97M-V with the def2-TZVPD basis set.

XYZ file:
```
14
C4H6N2O2 ωB97M-V with the def2-TZVPD basis set
O -2.191 1.350 -1.232
C -1.048 1.131 -0.934
O -0.302 0.262 -1.697
C 0.898 -0.149 -1.273
N 1.278 -0.470 -0.096
N 0.273 -0.334 0.886
C 0.864 -0.228 2.247
C 0.245 -1.519 1.823
H -0.489 1.540 -0.029
H 1.537 -0.322 -2.086
H 1.972 -0.224 2.291
H 0.275 0.410 2.847
H -0.775 -1.686 2.165
H 0.825 -2.403 1.535
```

## Properties
**E_HOMO**: -0.3451 hartree
**SMILES string**: O=CO/C=N\N1CC1
**Molar mass**: 114.10 g mol⁻¹
**Orbital gap**: 10.3 eV
**2S+1**: 1
**Energy relative to the best compared isomer or geometry (same formula, charge and spin)**: 3.507 eV

Atomic charges from the Mulliken analysis, expressed in e, are listed below: number 1, O, carries -0.468; number 2, C, carries 0.364; number 3, O, carries -0.325; number 4, C, carries 0.061; number 5, N, carries -0.561; number 6, N, carries -0.021; number 7, C, carries -0.473; number 8, C, carries -0.427; number 9, H, carries 0.306; number 10, H, carries 0.442; number 11, H, carries 0.299; number 12, H, carries 0.267; number 13, H, carries 0.252; number 14, H, carries 0.285

=====

Entry 7:
Computed, not measured: one molecule with the formula C4H6N2O2 in a non-equilibrium geometry, with ωB97M-V with the def2-TZVPD basis set.

XYZ file:
```
14
C4H6N2O2 ωB97M-V with the def2-TZVPD basis set
O -1.514 1.624 0.247
C -0.372 1.038 -0.086
C 1.023 1.448 -0.075
N 2.188 0.732 0.036
O 2.029 -0.658 -0.083
N -0.393 -0.130 -0.703
C -0.583 -1.163 0.525
C -1.722 -0.616 -0.276
H 1.244 2.670 -0.248
H 2.933 -0.938 -0.175
H -0.194 -2.105 0.164
H -0.208 -1.022 1.583
H -2.249 -1.112 -1.088
H -2.181 0.231 0.179
```

## Properties
**E_HOMO**: -0.3598 hartree
**SMILES string**: O=C(/C=N\O)N1CC1
**Molar mass**: 114.10 g mol⁻¹
**Orbital gap**: 9.3 eV
**2S+1**: 1
**Energy relative to the best compared isomer or geometry (same formula, charge and spin)**: 7.009 eV

Atomic charges from the Mulliken analysis, expressed in e, are listed below: number 1, O, carries -0.649; number 2, C, carries 0.739; number 3, C, carries -0.084; number 4, N, carries -0.401; number 5, O, carries -0.297; number 6, N, carries -0.323; number 7, C, carries -0.324; number 8, C, carries -0.258; number 9, H, carries 0.262; number 10, H, carries 0.365; number 11, H, carries 0.229; number 12, H, carries 0.222; number 13, H, carries 0.242; number 14, H, carries 0.276

=====

Entry 8:
Computed, not measured: C4H6N2O2 as an isolated structure in a non-equilibrium geometry, with ωB97M-V with the def2-TZVPD basis set.

XYZ file:
```
14
C4H6N2O2 ωB97M-V with the def2-TZVPD basis set
C -1.330 0.450 -0.282
C 0.083 0.791 0.060
C -0.219 -0.404 -0.917
N 0.630 -0.451 1.953
C 0.511 0.501 -1.849
O 0.673 0.830 1.286
O -0.161 -1.768 -0.801
N 0.696 1.519 -1.083
H 0.512 -2.011 -0.144
H 0.011 -0.324 2.760
H 1.568 -0.584 2.315
H -1.887 -0.065 0.488
H -1.907 1.121 -0.907
H 0.818 0.395 -2.878
```

## Properties
**E_HOMO**: -0.3104 hartree
**Molar mass**: 114.10 g mol⁻¹
**Orbital gap**: 9.2 eV
**2S+1**: 1
**Energy relative to the best compared isomer or geometry (same formula, charge and spin)**: 5.818 eV

Atomic charges from the Mulliken analysis, expressed in e, are listed below: number 1, C, carries -0.612; number 2, C, carries 0.619; number 3, C, carries 0.513; number 4, N, carries -0.462; number 5, C, carries -0.271; number 6, O, carries -0.314; number 7, O, carries -0.573; number 8, N, carries -0.656; number 9, H, carries 0.339; number 10, H, carries 0.231; number 11, H, carries 0.246; number 12, H, carries 0.263; number 13, H, carries 0.270; number 14, H, carries 0.406